Molecular formula: C34H36F5IrN3O4PS
Method: DFT, the ωB97M-V functional and the def2-TZVPD basis

⟨S²⟩	0.76
frontier orbital gap (spin up / spin down)	8.12 / 5.78	eV
ΔE to the lowest compared entry with this formula, charge and spin	47.4	kJ/mol

Geometry as ORCA input:
```
! RIJCOSX wB97M-V def2-TZVPD def2/J DEFGRID3
* xyz 1 2
Ir -0.421 -0.306 1.082
C 1.103 2.604 3.076
C 0.776 1.281 3.658
N 0.326 0.212 3.021
C 0.116 -0.767 3.957
C 0.482 -0.309 5.182
N 0.896 0.978 4.966
C 0.501 -0.880 6.558
O 0.065 -2.113 6.694
O 0.913 -0.196 7.458
C -0.499 -2.016 3.488
O -0.712 -2.961 4.226
O -0.791 -1.967 2.220
H 0.823 2.618 2.027
H 2.170 2.813 3.163
H 0.553 3.392 3.591
H 1.218 1.579 5.714
H -0.242 -2.512 5.838
F -4.557 4.269 -2.313
C -4.058 3.507 -1.356
C -4.377 2.159 -1.306
F -5.190 1.634 -2.215
C -3.829 1.366 -0.315
F -4.150 0.076 -0.279
C -2.959 1.886 0.638
S -2.277 0.890 1.901
C -2.672 3.247 0.577
F -1.828 3.790 1.457
C -3.202 4.055 -0.411
F -2.883 5.342 -0.473
N -0.912 -0.047 -0.657
C -1.351 -0.013 -1.840
C -2.265 -1.077 -2.343
C -3.265 -0.736 -3.253
C -4.174 -1.691 -3.674
C -4.088 -2.993 -3.198
C -3.099 -3.333 -2.287
C -2.197 -2.375 -1.852
C -0.971 1.120 -2.732
C -0.775 2.396 -2.209
C -0.394 3.441 -3.032
C -0.185 3.215 -4.387
C -0.365 1.944 -4.913
C -0.766 0.900 -4.093
H -3.342 0.279 -3.621
H -4.955 -1.418 -4.371
H -4.797 -3.739 -3.532
H -3.036 -4.343 -1.903
H -1.454 -2.634 -1.114
H -0.944 2.566 -1.154
H -0.263 4.434 -2.621
H 0.114 4.031 -5.032
H -0.203 1.765 -5.967
H -0.914 -0.088 -4.509
C 2.849 -2.552 2.233
C 3.095 -1.323 1.357
C 3.567 -0.158 2.229
P 1.701 -0.900 0.227
C 1.426 -2.352 -0.892
C 2.662 -2.858 -1.638
C 0.715 -3.530 -0.215
C 2.339 0.448 -0.877
C 3.830 0.345 -1.222
C 2.060 1.864 -0.369
H 3.680 -2.656 2.932
H 2.789 -3.474 1.663
H 1.937 -2.455 2.822
H 3.898 -1.558 0.650
H 2.897 -0.017 3.075
H 3.657 0.784 1.693
H 4.550 -0.402 2.635
H 0.740 -1.924 -1.631
H 3.434 -3.214 -0.953
H 3.093 -2.118 -2.307
H 2.362 -3.708 -2.253
H 1.406 -4.126 0.376
H 0.325 -4.188 -0.994
H -0.108 -3.236 0.433
H 1.748 0.298 -1.788
H 4.451 0.575 -0.356
H 4.059 1.088 -1.987
H 4.135 -0.624 -1.605
H 2.731 2.132 0.448
H 1.035 1.992 -0.035
H 2.240 2.571 -1.180
*
```

***

Molecular formula: C41H48F3N3O3S6SbSiTa
Method: DFT, the ωB97M-V functional and the def2-TZVPD basis

frontier orbital gap	7.06	eV
ΔE to the lowest compared entry with this formula, charge and spin	126.5	kJ/mol

Geometry as ORCA input:
```
! RIJCOSX wB97M-V def2-TZVPD def2/J DEFGRID3
* xyz 2 1
Ta 1.141 -0.151 0.591
S 1.030 -2.395 1.806
S -0.241 -2.149 3.432
S 0.897 -0.679 4.280
S 0.992 0.684 2.731
O 1.237 -1.822 -0.873
S 0.281 -3.032 -1.210
C 1.169 -4.541 -0.870
C 1.148 -5.441 -2.069
C 1.467 -4.542 -3.197
C 0.580 -3.315 -2.965
H 0.999 -4.974 0.107
H 2.229 -4.119 -0.854
H 0.199 -5.943 -2.202
H 1.980 -6.192 -1.870
H 1.265 -5.000 -4.168
H 2.554 -4.292 -3.259
H -0.420 -3.482 -3.304
H 0.997 -2.449 -3.458
N 0.087 7.156 0.397
C 0.971 6.403 -0.324
O 1.644 6.763 -1.246
C 1.034 4.957 0.015
C -0.106 4.271 0.408
C -0.007 2.988 0.856
N 1.093 2.253 0.618
C 2.210 2.902 0.158
C 2.250 4.241 -0.074
H -0.049 8.113 0.111
H -0.136 6.898 1.349
H -0.993 4.848 0.475
H -0.870 2.621 1.389
H 3.094 2.275 0.160
H 3.168 4.773 -0.395
O 0.124 0.706 -1.103
S 0.313 0.686 -2.680
C 1.088 2.306 -3.018
C -0.079 3.135 -3.533
C -1.386 2.600 -2.960
C -1.268 1.140 -3.222
H 1.956 2.097 -3.708
H 1.526 2.707 -2.086
H 0.005 3.026 -4.645
H 0.090 4.207 -3.440
H -2.319 2.979 -3.354
H -1.435 2.766 -1.838
H -1.358 0.961 -4.347
H -1.973 0.540 -2.680
F -5.092 2.440 5.709
C -4.451 1.790 4.733
C -3.089 1.621 4.805
C -2.508 1.029 3.700
C -3.251 0.535 2.592
C -4.636 0.757 2.566
C -5.224 1.397 3.677
Sb -2.334 -0.562 1.042
C -3.749 0.034 -0.501
C -4.056 1.328 -0.935
C -5.145 1.488 -1.751
C -5.815 0.378 -2.232
F -6.813 0.561 -3.149
C -5.342 -0.913 -2.086
C -4.390 -1.067 -1.099
C -3.127 -2.481 1.494
C -2.354 -3.646 1.389
C -2.923 -4.904 1.779
C -4.194 -4.889 2.238
F -4.600 -6.073 2.745
C -4.975 -3.771 2.254
C -4.448 -2.576 1.924
H -2.447 1.952 5.682
H -1.419 0.873 3.692
H -5.368 0.532 1.797
H -6.295 1.628 3.673
H -3.415 2.137 -0.572
H -5.503 2.454 -2.070
H -5.890 -1.694 -2.598
H -3.991 -1.974 -0.799
H -1.337 -3.546 0.999
H -2.438 -5.855 1.864
H -5.917 -3.852 2.655
H -5.139 -1.732 1.738
C 4.246 -1.394 3.164
Si 4.361 -0.024 1.969
C 5.985 0.087 1.068
C 4.158 1.547 2.930
N 3.089 -0.248 0.566
C 3.714 -0.631 -0.700
C 4.322 -1.870 -0.838
C 4.705 -2.335 -2.077
C 4.680 -1.435 -3.206
C 4.202 -0.140 -2.982
C 3.643 0.241 -1.778
H 4.876 -1.038 4.018
H 4.611 -2.360 2.831
H 3.241 -1.550 3.496
H 6.665 0.198 1.884
H 5.971 1.045 0.598
H 6.315 -0.717 0.391
H 4.553 2.430 2.404
H 4.843 1.415 3.769
H 3.180 1.588 3.345
H 4.437 -2.430 0.111
H 5.157 -3.288 -2.257
H 4.876 -1.812 -4.193
H 4.295 0.560 -3.836
H 3.373 1.279 -1.566
*
```

***

Molecular formula: C27H49BF7N4O7S2
Method: DFT, the ωB97M-V functional and the def2-TZVPD basis

frontier orbital gap	7.68	eV

Geometry as ORCA input:
```
! RIJCOSX wB97M-V def2-TZVPD def2/J DEFGRID3
* xyz 1 1
C -5.524 2.986 0.741
C -4.029 3.326 0.609
O -3.275 2.320 -0.115
B -2.626 1.436 0.707
O -3.383 0.931 1.728
C -1.090 0.983 0.377
C -0.633 0.462 1.779
C -0.673 1.506 2.936
C 0.567 1.417 3.857
C 0.821 0.007 4.412
N 0.356 -0.148 5.818
C 1.060 -1.117 6.556
C 1.609 -2.369 5.899
O 1.228 -0.938 7.715
C -0.147 2.131 -0.091
S 1.566 2.194 0.708
C -0.586 3.618 0.058
N -1.327 4.124 -1.117
N 0.256 1.871 -1.498
C 1.099 2.730 -2.329
C 0.719 2.684 -3.816
C 1.832 2.281 -4.767
N -0.415 2.933 -4.282
C -0.180 0.735 -1.833
C -1.036 -0.073 -0.827
C -2.338 -0.117 -1.701
C -2.278 -0.870 -3.052
C -2.996 -2.250 -3.034
C -2.565 -3.140 -4.205
S -3.050 -2.366 -5.774
O -4.403 -1.951 -5.695
O -2.851 -3.280 -6.846
O -2.119 -1.091 -6.042
C -0.117 -1.305 -0.691
F 0.169 -1.872 -1.865
F 1.102 -0.802 -0.322
C -0.406 -2.454 0.329
F 0.167 -3.556 -0.180
F 0.230 -2.316 1.480
C -1.888 -2.883 0.639
F -2.781 -1.908 0.643
F -1.901 -3.400 1.855
F -2.231 -3.868 -0.140
H -6.054 3.496 -0.062
H -5.862 3.303 1.728
H -5.700 1.913 0.674
H -3.920 4.273 0.074
H -3.575 3.461 1.599
H -3.309 -0.025 1.850
H 0.376 0.050 1.784
H -1.271 -0.367 2.098
H -1.553 1.301 3.547
H -0.736 2.548 2.607
H 1.457 1.812 3.375
H 0.366 2.084 4.705
H 1.908 -0.148 4.409
H 0.393 -0.802 3.813
H 0.515 0.744 6.277
H 0.811 -2.997 5.495
H 2.192 -2.909 6.638
H 2.275 -2.133 5.063
H 2.317 1.351 -0.043
H 0.324 4.217 0.136
H -1.156 3.838 0.959
H -2.106 4.685 -0.796
H -0.747 4.775 -1.636
H 2.131 2.400 -2.203
H 1.080 3.768 -2.005
H 2.805 2.525 -4.334
H 1.810 1.187 -4.857
H 1.689 2.715 -5.752
H -1.051 3.159 -3.504
H 0.084 0.400 -2.833
H -2.514 0.929 -1.971
H -3.221 -0.477 -1.167
H -2.870 -0.285 -3.761
H -1.298 -0.962 -3.520
H -2.945 -2.743 -2.062
H -4.054 -2.026 -3.204
H -1.489 -3.306 -4.270
H -3.146 -4.061 -4.198
H -1.620 -1.218 -6.867
C 6.685 -2.875 2.125
C 6.219 -1.498 1.685
O 6.117 -1.350 0.278
C 5.218 -2.221 -0.382
C 3.782 -2.088 0.093
H 7.653 -3.110 1.680
H 6.781 -2.912 3.211
H 5.987 -3.659 1.827
H 6.946 -0.755 2.013
H 5.269 -1.237 2.165
H 5.562 -3.257 -0.299
H 5.271 -1.962 -1.440
H 3.673 -2.342 1.148
H 3.130 -2.750 -0.479
H 3.435 -1.061 -0.034
*
```

***

Table of E (a.u.), in record order: -3125.50488; -5256.18236; -3323.94330